# 1
Entry from OMol25: a structure of composition C38H37As2IN2O2PRu (ωB97M-V with the def2-TZVPD basis set).

Structure (XYZ):
```
84
Properties=species:S:1:pos:R:3:lowdin_spin:R:1
Ru -0.06 -0.74 0.65 3.55
I 1.43 2.12 1.21 0.15
C -0.30 3.17 1.82 0.00
C -0.02 3.98 2.89 0.01
C -0.99 4.83 3.44 0.00
C -2.23 4.86 2.87 0.00
C -2.55 4.04 1.77 0.00
C -3.85 4.13 1.23 0.01
C -4.25 3.36 0.18 0.00
C -3.33 2.45 -0.37 0.02
C -2.04 2.33 0.10 0.03
P -1.06 1.09 -0.78 0.17
C -2.21 -0.13 -1.48 0.03
C -2.16 -0.52 -2.82 0.01
C -2.97 -1.56 -3.26 0.00
C -3.82 -2.21 -2.39 0.02
C -3.88 -1.82 -1.05 0.00
C -3.08 -0.79 -0.60 0.03
C -0.23 1.87 -2.18 0.02
C -1.00 2.69 -3.01 0.01
C -0.42 3.30 -4.10 0.00
C 0.94 3.12 -4.37 0.00
C 1.70 2.32 -3.53 0.00
C 1.12 1.70 -2.44 0.00
C -1.59 3.14 1.20 0.00
H 0.97 3.98 3.33 0.00
H -0.74 5.46 4.28 0.00
H -3.00 5.52 3.25 0.00
H -4.54 4.84 1.69 0.00
H -5.25 3.44 -0.23 0.00
H -3.66 1.82 -1.18 0.00
H -1.50 -0.02 -3.51 0.00
H -2.93 -1.85 -4.30 0.00
H -4.44 -3.02 -2.74 0.00
H -4.55 -2.32 -0.37 0.00
H -3.15 -0.47 0.44 0.01
H -2.05 2.85 -2.81 0.00
H -1.02 3.93 -4.75 0.00
H 1.39 3.61 -5.22 0.00
H 2.76 2.19 -3.73 0.00
H 1.73 1.06 -1.80 0.00
O -0.55 -2.70 0.17 0.23
N -0.47 -3.12 -1.05 0.00
N 0.24 -2.39 -1.80 0.04
O 0.82 -1.29 -1.37 0.20
C 0.43 -2.78 -3.17 0.00
C 0.12 -4.07 -3.57 0.01
C 0.28 -4.40 -4.90 0.00
C 0.74 -3.46 -5.81 0.00
C 1.05 -2.18 -5.39 0.00
C 0.90 -1.82 -4.06 0.00
H -0.24 -4.80 -2.85 0.00
H 0.05 -5.41 -5.23 0.00
H 0.87 -3.73 -6.85 0.00
H 1.42 -1.44 -6.10 0.00
H 1.13 -0.82 -3.71 0.00
C 2.69 -3.48 1.19 0.03
As 2.49 -1.56 1.18 0.16
C 3.90 -0.95 -0.01 0.04
C 3.00 -0.97 2.95 0.02
C 4.32 -0.86 3.35 0.01
C 4.63 -0.39 4.62 0.00
C 3.62 -0.02 5.49 0.00
C 2.29 -0.13 5.10 0.00
C 1.98 -0.60 3.83 0.01
As 0.13 -0.80 3.29 0.11
C -0.84 0.46 4.40 0.03
C -0.40 -2.54 4.00 0.02
H 3.74 -3.73 1.30 0.01
H 2.30 -3.90 0.27 0.00
H 2.13 -3.89 2.04 0.00
H 4.88 -1.12 0.43 0.01
H 3.77 0.11 -0.23 0.00
H 3.82 -1.51 -0.94 0.00
H 5.13 -1.15 2.69 0.00
H 5.67 -0.32 4.93 0.00
H 3.86 0.35 6.48 0.00
H 1.52 0.17 5.79 0.00
H -0.77 0.16 5.45 0.00
H -1.89 0.45 4.11 0.00
H -0.44 1.46 4.27 0.00
H 0.07 -2.69 4.97 0.00
H -0.10 -3.32 3.31 0.00
H -1.48 -2.55 4.11 0.00
```

The spin multiplicity is 6. For the energy, the calculation gives -188712.1989 eV. Its total charge is +2.

=====

# 2
Entry from OMol25: a structure of composition C38H37BrIN6OPd (ωB97M-V with the def2-TZVPD basis set).

Structure (XYZ):
```
85
Properties=species:S:1:pos:R:3:lowdin_spin:R:1
Pd 0.70 0.26 -0.86 0.82
C -4.20 -4.62 1.57 0.00
C -3.96 -4.23 0.11 0.00
C -5.24 -3.60 -0.45 0.00
C -3.62 -5.50 -0.69 0.00
C -2.80 -3.25 -0.03 0.00
C -2.00 -2.85 1.03 0.00
C -0.97 -1.96 0.80 0.00
N -0.68 -1.45 -0.39 0.05
C -1.43 -1.85 -1.44 0.00
C -2.49 -2.73 -1.28 0.00
C -1.03 -1.30 -2.77 0.00
C -1.58 -1.77 -3.96 0.00
C -1.18 -1.24 -5.18 0.00
C -0.20 -0.24 -5.13 0.00
C 0.31 0.16 -3.92 0.00
N -0.10 -0.36 -2.76 0.04
C -1.75 -1.70 -6.51 0.00
C -2.80 -2.80 -6.34 0.00
C -0.60 -2.25 -7.37 0.00
C -2.39 -0.50 -7.22 0.00
H -5.05 -5.31 1.63 0.00
H -4.44 -3.75 2.18 0.00
H -3.34 -5.13 2.00 0.00
H -6.07 -4.29 -0.34 0.00
H -5.15 -3.36 -1.51 0.00
H -5.48 -2.68 0.08 0.00
H -4.44 -6.22 -0.60 0.00
H -2.72 -5.97 -0.31 0.00
H -3.48 -5.29 -1.75 0.00
H -2.16 -3.22 2.03 0.00
H -0.33 -1.64 1.62 0.00
H -3.07 -3.01 -2.14 0.00
H -2.32 -2.55 -3.94 0.00
H 0.17 0.22 -6.04 0.00
H 1.08 0.92 -3.85 0.00
H -2.38 -3.69 -5.87 0.00
H -3.17 -3.09 -7.32 0.00
H -3.65 -2.45 -5.76 0.00
H -0.11 -3.10 -6.89 0.00
H 0.16 -1.49 -7.57 0.00
H -0.99 -2.58 -8.34 0.00
H -3.21 -0.09 -6.62 0.00
H -2.80 -0.82 -8.18 0.00
H -1.67 0.30 -7.41 0.00
Br 5.28 9.44 -0.90 0.01
C 5.49 7.94 0.21 0.03
C 4.37 7.22 0.61 -0.01
C 4.53 6.11 1.41 0.03
C 5.81 5.73 1.81 0.01
C 6.92 6.48 1.46 0.03
C 6.77 7.58 0.63 0.00
N 6.05 4.62 2.68 0.12
N 5.38 3.59 2.59 0.08
C 4.62 3.17 1.52 0.22
C 5.09 3.27 0.19 -0.01
C 4.39 2.72 -0.84 0.14
C 3.15 2.02 -0.63 0.05
O 2.47 1.58 -1.57 0.23
C 2.70 1.85 0.77 0.05
N 1.56 1.17 0.96 0.03
C 1.09 1.06 2.19 0.03
C 1.74 1.59 3.30 -0.01
C 2.93 2.26 3.12 0.03
C 3.42 2.42 1.82 0.01
H 3.39 7.55 0.31 0.00
H 3.66 5.56 1.75 0.00
H 7.90 6.20 1.82 0.00
H 7.62 8.16 0.32 0.00
H 6.02 3.78 0.01 0.00
H 4.74 2.81 -1.86 0.01
H 0.13 0.56 2.29 0.00
H 1.32 1.46 4.28 0.00
H 3.47 2.67 3.96 0.00
I -2.15 2.06 -0.11 0.00
C -3.08 0.77 1.26 0.00
C -4.40 0.38 1.03 0.00
C -5.01 -0.40 1.99 0.00
C -4.30 -0.76 3.13 0.00
C -3.00 -0.32 3.25 0.00
N -2.39 0.43 2.33 0.00
H -4.91 0.70 0.13 0.00
H -6.04 -0.71 1.86 0.00
H -4.75 -1.36 3.91 0.00
H -2.40 -0.58 4.12 0.00
```

The spin multiplicity is 3. For the energy, the calculation gives -132612.3298 eV. Its total charge is +1.

=====

# 3
Entry from OMol25: a structure of composition C38H37N3O4STa (ωB97M-V with the def2-TZVPD basis set).

Structure (XYZ):
```
84
Properties=species:S:1:pos:R:3:lowdin_charge:R:1
Ta 0.35 -0.43 -0.41 1.90
C 1.88 3.24 2.89 -0.06
C 0.46 3.60 2.46 -0.39
C -0.13 4.66 3.40 -0.05
C -0.49 2.43 2.43 -0.23
C -1.64 2.52 1.64 -0.06
C -2.61 1.55 1.67 -0.06
C -2.47 0.43 2.49 -0.28
C -3.60 -0.56 2.58 -0.05
C -1.31 0.30 3.24 -0.05
C -0.34 1.29 3.21 -0.03
H 2.56 4.03 2.59 0.09
H 2.21 2.31 2.43 0.06
H 1.95 3.13 3.97 0.08
H 0.50 4.04 1.46 0.13
H -0.24 4.26 4.41 0.09
H -1.11 4.98 3.05 0.08
H 0.52 5.53 3.44 0.08
H -1.79 3.41 1.03 0.12
H -3.53 1.67 1.11 0.12
H -3.83 -1.00 1.61 0.09
H -4.50 -0.05 2.92 0.09
H -3.37 -1.35 3.29 0.07
H -1.17 -0.56 3.88 0.12
H 0.53 1.18 3.84 0.12
C -2.57 2.19 -2.72 -0.02
C -2.25 1.96 -4.04 -0.01
C -1.22 1.08 -4.33 0.03
C -0.52 0.47 -3.29 -0.20
N -0.83 0.73 -2.01 -0.03
C -1.84 1.56 -1.74 -0.10
C 0.60 -0.46 -3.49 -0.18
C 0.94 -0.99 -4.73 0.00
C 2.05 -1.80 -4.86 -0.05
C 2.86 -2.06 -3.77 -0.05
C 2.50 -1.56 -2.52 -0.11
C 1.36 -0.80 -2.36 -0.20
H -3.39 2.84 -2.45 0.12
H -2.79 2.44 -4.84 0.12
H -0.97 0.87 -5.36 0.12
H -2.05 1.69 -0.68 0.08
H 0.31 -0.80 -5.59 0.11
H 2.30 -2.21 -5.83 0.11
H 3.74 -2.67 -3.87 0.11
H 3.11 -1.80 -1.65 0.11
C -2.75 -5.99 3.92 -0.03
C -1.81 -4.95 3.42 -0.23
C -2.26 -3.92 2.59 0.00
C -1.37 -3.01 2.03 -0.08
C -0.02 -3.15 2.28 -0.28
C 0.45 -4.14 3.12 -0.03
C -0.44 -5.02 3.71 0.00
S 1.18 -2.19 1.40 0.68
O 2.50 -2.49 1.86 -0.22
O 0.89 -0.71 1.47 -0.41
N 1.04 -2.40 -0.18 -0.30
C 0.19 -3.40 -0.76 -0.12
C -1.23 -2.82 -0.94 -0.60
O -2.20 -3.52 -1.10 0.14
O -1.26 -1.52 -0.90 -0.17
H -3.76 -5.62 3.99 0.09
H -2.44 -6.39 4.88 0.09
H -2.75 -6.82 3.21 0.10
H -3.30 -3.84 2.35 0.13
H -1.75 -2.22 1.40 0.09
H 1.51 -4.22 3.30 0.12
H -0.07 -5.78 4.37 0.13
H 0.14 -4.32 -0.16 0.14
H 0.56 -3.67 -1.76 0.14
C 1.46 1.55 -0.35 -0.22
C 2.03 2.15 -1.58 -0.31
C 3.32 1.79 -1.99 -0.05
C 3.90 2.36 -3.10 -0.01
C 3.19 3.31 -3.85 -0.24
C 1.90 3.65 -3.47 -0.01
C 1.33 3.08 -2.35 -0.05
C 3.79 3.91 -4.98 -0.19
N 4.25 4.40 -5.91 0.17
H 0.83 2.31 0.12 0.05
H 2.30 1.37 0.34 0.06
H 3.88 1.08 -1.40 0.12
H 4.91 2.11 -3.39 0.12
H 1.36 4.39 -4.04 0.12
H 0.34 3.39 -2.04 0.11
```

For the energy, the calculation gives -65048.9560 eV. Its total charge is +1.